The following is a quantum chemistry calculation of C38H29Cl2IrN2O5S as an isolated structure at a distorted geometry, from the OMol25 dataset.

Output
relative energy (zero: lowest compared OMol25 entry of this formula, charge and spin) = 111.5 kJ/mol
largest force on an atom = 2.128 eV/Å
HOMO level (spin up / spin down) = -8.67 / -9.61 eV

```
! RIJCOSX wB97M-V def2-TZVPD def2/J DEFGRID3
* xyz 1 6
Ir 2.186 0.380 -0.160
C 3.848 2.575 -2.215
C 4.817 1.881 -1.312
C 6.194 2.149 -1.447
C 7.093 1.469 -0.687
C 6.632 0.529 0.258
C 7.526 -0.219 1.063
C 7.057 -1.100 2.001
C 5.680 -1.238 2.188
C 4.769 -0.533 1.410
S 3.100 -0.704 1.754
C 5.243 0.352 0.389
N 4.360 1.016 -0.418
H 4.367 3.070 -3.031
H 3.301 3.332 -1.654
H 3.140 1.860 -2.642
H 6.514 2.881 -2.174
H 8.158 1.634 -0.796
H 8.589 -0.073 0.923
H 7.742 -1.675 2.607
H 5.300 -1.899 2.956
O -1.149 0.718 -0.939
C -1.682 1.718 -1.697
C 0.710 3.017 -1.740
O 0.495 3.553 -2.736
O 1.097 2.555 -0.726
C -1.849 1.321 -3.090
C -1.966 2.212 -4.168
C -2.148 1.745 -5.458
C -2.213 0.384 -5.719
C -2.072 -0.513 -4.669
C -1.883 -0.055 -3.379
C -2.289 2.824 -0.970
C -2.579 2.662 0.402
C -3.129 3.685 1.152
C -3.409 4.912 0.569
C -3.142 5.092 -0.782
C -2.596 4.073 -1.540
H -1.068 1.001 -0.020
H -1.868 3.273 -4.024
H -2.229 2.457 -6.270
H -2.364 0.028 -6.729
H -2.111 -1.578 -4.855
H -1.784 -0.765 -2.571
H -2.438 1.707 0.897
H -3.353 3.515 2.196
H -3.837 5.714 1.156
H -3.359 6.042 -1.254
H -2.389 4.271 -2.577
Cl -4.596 -3.820 1.688
C -4.338 -2.536 2.817
C -5.365 -2.201 3.684
C -5.224 -1.126 4.544
C -4.059 -0.377 4.528
C -3.035 -0.731 3.669
Cl -1.582 0.225 3.660
C -3.129 -1.829 2.804
N -2.091 -2.135 1.929
C -1.463 -3.380 1.827
C -1.633 -4.355 2.811
C -1.013 -5.585 2.703
C -0.213 -5.872 1.607
C -0.056 -4.914 0.619
C -0.666 -3.668 0.706
C -0.547 -2.713 -0.464
C 0.424 -1.579 -0.270
O 1.351 -1.393 -1.117
O 0.341 -0.790 0.715
H -6.281 -2.775 3.660
H -6.027 -0.862 5.217
H -3.934 0.471 5.186
H -1.530 -1.356 1.617
H -2.256 -4.134 3.668
H -1.158 -6.327 3.477
H 0.273 -6.834 1.516
H 0.545 -5.140 -0.255
H -1.528 -2.268 -0.667
H -0.220 -3.252 -1.350
*
```